Computed, not measured: a 10-piece molecular cluster, C45H60F40O15S5 overall at a distorted geometry, with ωB97M-V/def2-TZVPD.

Last column: Mulliken charge in e.
Cartesian coordinates (Å):
F: 10.682 -13.976 -15.625  -0.2601
C: 11.690 -13.144 -16.031  0.1967
F: 12.096 -13.520 -17.242  -0.2768
C: 11.516 -11.590 -15.851  0.8395
F: 12.663 -11.136 -15.502  -0.2960
F: 10.699 -11.337 -14.862  -0.2855
C: 11.124 -10.874 -17.217  -0.6761
O: 9.710 -10.982 -17.482  -0.2910
C: 9.074 -9.913 -18.271  0.6274
F: 9.724 -9.813 -19.477  -0.2898
F: 7.928 -10.621 -18.531  -0.2526
C: 8.966 -8.418 -17.615  0.3060
F: 10.197 -7.771 -17.422  -0.2310
F: 8.181 -7.546 -18.339  -0.2478
H: 12.464 -13.421 -15.315  0.2271
H: 11.810 -11.248 -17.976  0.2914
H: 11.470 -9.849 -17.086  0.3851
H: 8.367 -8.615 -16.727  0.2324
F: 4.909 -15.406 -11.648  -0.2931
C: 5.252 -14.322 -12.427  0.1352
F: 6.374 -13.834 -12.026  -0.2305
C: 4.772 -14.414 -13.859  1.0608
F: 3.502 -14.958 -13.901  -0.2854
F: 5.508 -15.260 -14.596  -0.3023
C: 4.819 -13.029 -14.484  -0.8955
O: 3.648 -12.316 -13.924  -0.3476
C: 3.583 -10.887 -14.086  0.7316
F: 2.684 -10.329 -13.267  -0.2512
F: 4.822 -10.433 -13.760  -0.2891
C: 3.402 -10.330 -15.579  0.2688
F: 3.883 -9.074 -15.795  -0.2559
F: 3.687 -11.094 -16.589  -0.2202
H: 4.471 -13.667 -12.040  0.1957
H: 4.857 -13.100 -15.571  0.4400
H: 5.798 -12.575 -14.328  0.3724
H: 2.320 -10.211 -15.624  0.1655
F: 15.891 -16.548 -23.939  -0.2896
C: 16.416 -17.139 -22.865  0.2349
F: 15.381 -17.568 -22.151  -0.2709
C: 17.166 -18.343 -23.432  0.9683
F: 18.293 -18.096 -23.992  -0.2794
F: 16.386 -18.996 -24.334  -0.3333
C: 17.427 -19.420 -22.456  -0.9098
O: 18.307 -18.845 -21.588  -0.3386
C: 19.193 -19.458 -20.630  0.6718
F: 19.722 -20.646 -21.124  -0.3065
F: 20.270 -18.670 -20.341  -0.2721
C: 18.553 -19.663 -19.244  0.2654
F: 19.501 -20.217 -18.432  -0.2839
F: 18.106 -18.580 -18.728  -0.2328
H: 17.214 -16.506 -22.479  0.3213
H: 18.001 -20.245 -22.878  0.4027
H: 16.515 -19.783 -21.982  0.3784
H: 17.812 -20.458 -19.321  0.2737
F: 14.404 -17.544 -12.686  -0.2194
C: 14.519 -18.619 -13.389  0.1693
F: 15.362 -19.422 -12.720  -0.2693
C: 13.076 -19.178 -13.737  0.9715
F: 13.143 -20.272 -14.367  -0.3121
F: 12.399 -18.374 -14.514  -0.2599
C: 12.254 -19.556 -12.422  -1.0393
O: 10.966 -20.205 -12.678  -0.4312
C: 9.740 -19.536 -12.612  0.9285
F: 9.485 -19.166 -11.345  -0.2811
F: 9.848 -18.611 -13.385  -0.2331
C: 8.528 -20.573 -12.921  0.2090
F: 8.608 -21.832 -12.426  -0.2409
F: 7.297 -20.097 -13.090  -0.2394
H: 15.084 -18.351 -14.282  0.2134
H: 12.064 -18.600 -11.934  0.4970
H: 12.700 -20.306 -11.769  0.4193
H: 8.790 -20.784 -13.958  0.1140
F: 18.971 -26.338 -3.304  -0.2821
C: 18.646 -25.627 -4.323  0.1926
F: 19.395 -25.964 -5.324  -0.2575
C: 17.166 -25.726 -4.573  0.9083
F: 16.625 -25.105 -3.582  -0.2897
F: 16.607 -26.921 -4.603  -0.3218
C: 16.700 -24.938 -5.901  -0.8073
O: 17.567 -23.876 -6.175  -0.4123
C: 17.340 -23.116 -7.330  0.8194
F: 17.747 -23.934 -8.281  -0.3154
F: 16.020 -22.941 -7.550  -0.2505
C: 18.364 -21.924 -7.420  0.3023
F: 18.713 -21.623 -8.627  -0.2361
F: 17.812 -20.879 -6.804  -0.2479
H: 18.926 -24.629 -3.983  0.2455
H: 15.698 -24.573 -5.672  0.3267
H: 16.711 -25.598 -6.768  0.4379
H: 19.291 -22.071 -6.866  0.1864
O: 13.365 -12.980 -8.093  -0.6340
S: 14.113 -13.818 -9.041  0.9941
O: 13.565 -14.697 -10.066  -0.5378
C: 15.650 -12.834 -9.512  -0.6361
C: 16.813 -13.824 -9.301  -0.6031
C: 16.602 -14.480 -7.871  -0.6954
C: 15.124 -14.995 -8.001  -0.6869
H: 15.740 -12.085 -8.725  0.3240
H: 15.415 -12.412 -10.489  0.4272
H: 16.882 -14.494 -10.158  0.3248
H: 17.782 -13.361 -9.113  0.3164
H: 16.813 -13.632 -7.220  0.3270
H: 17.301 -15.255 -7.554  0.3667
H: 14.553 -15.340 -7.139  0.4358
H: 15.329 -15.811 -8.694  0.2813
O: -0.726 -20.579 -7.506  -0.6527
S: 0.673 -20.189 -7.457  1.1114
O: 1.117 -19.157 -6.529  -0.6296
C: 1.652 -21.702 -7.436  -0.8119
C: 2.627 -21.774 -8.604  -0.6226
C: 1.883 -21.144 -9.754  -0.4751
C: 1.178 -19.977 -9.159  -0.6808
H: 0.889 -22.480 -7.437  0.3791
H: 2.110 -21.851 -6.458  0.4348
H: 3.443 -21.127 -8.279  0.3444
H: 2.857 -22.825 -8.778  0.3086
H: 1.171 -21.921 -10.032  0.2992
H: 2.687 -20.922 -10.456  0.2782
H: 0.223 -19.775 -9.643  0.3809
H: 1.760 -19.056 -9.206  0.3365
O: 10.563 -20.453 -2.530  -0.6202
S: 10.142 -19.603 -3.624  1.0263
O: 9.320 -18.440 -3.390  -0.6228
C: 11.520 -19.112 -4.690  -0.6784
C: 11.844 -20.305 -5.717  -0.6549
C: 10.603 -21.056 -6.026  -0.4939
C: 9.329 -20.694 -4.986  -0.7244
H: 12.332 -18.623 -4.153  0.4536
H: 10.960 -18.468 -5.368  0.3123
H: 12.547 -19.964 -6.477  0.4885
H: 12.499 -21.029 -5.233  0.2349
H: 10.716 -22.140 -6.044  0.3607
H: 10.382 -20.634 -7.006  0.1640
H: 8.698 -21.499 -4.607  0.4208
H: 8.597 -20.033 -5.450  0.3351
O: 25.583 -17.519 -12.962  -0.6428
S: 24.519 -18.153 -12.151  1.0283
O: 24.787 -19.273 -11.295  -0.6131
C: 23.751 -16.841 -11.136  -0.7381
C: 22.333 -17.352 -10.940  -0.5856
C: 21.841 -18.050 -12.216  -0.5254
C: 23.005 -18.387 -13.116  -0.6981
H: 23.767 -15.970 -11.791  0.3200
H: 24.411 -16.679 -10.283  0.4464
H: 22.323 -18.015 -10.074  0.2888
H: 21.691 -16.539 -10.602  0.3490
H: 21.007 -17.453 -12.587  0.3583
H: 21.493 -19.079 -12.126  0.2012
H: 22.943 -17.745 -13.994  0.3005
H: 23.187 -19.310 -13.666  0.5115
O: 6.438 -30.096 -12.143  -0.6729
S: 7.875 -29.839 -12.482  1.0758
O: 8.544 -30.737 -13.408  -0.6177
C: 7.965 -28.039 -12.917  -0.6633
C: 9.221 -27.504 -12.123  -0.5720
C: 9.330 -28.280 -10.781  -0.6539
C: 8.686 -29.685 -10.859  -0.5976
H: 6.953 -27.720 -12.669  0.3464
H: 8.075 -27.976 -14.000  0.3958
H: 10.136 -27.745 -12.664  0.2747
H: 9.205 -26.428 -11.952  0.3460
H: 8.889 -27.584 -10.068  0.2857
H: 10.305 -28.406 -10.312  0.3395
H: 8.080 -30.032 -10.022  0.3755
H: 9.320 -30.566 -10.962  0.3380

2S+1: 1
HOMO level: -10.23 eV
SMILES: FC(F)C(F)(F)COC(F)(F)C(F)F.FC(F)C(F)(F)COC(F)(F)C(F)F.FC(F)C(F)(F)COC(F)(F)C(F)F.FC(F)C(F)(F)COC(F)(F)C(F)F.FC(F)C(F)(F)COC(F)(F)C(F)F.O=S1(=O)CCCC1.O=S1(=O)CCCC1.O=S1(=O)CCCC1.O=S1(=O)CCCC1.O=S1(=O)CCCC1
DFT total energy: -241211.584 eV
energy above the lowest of the compared OMol25 structures with the same formula, charge and spin: 151.89 kcal per mole
E_LUMO: -0.5 eV